No. 1
A molecular structure, C21H25NO3P2Tl in a non-equilibrium geometry, computed with ωB97M-V with the def2-TZVPD basis set.

```
53
Properties=species:S:1:pos:R:3:forces:R:3:mulliken_charge:R:1
C -0.970901 -1.437808 -3.414494 -0.184 -0.433 0.147 -0.80
C -0.440542 -0.442459 -2.613259 -0.504 0.428 0.868 0.76
C -1.249478 0.108106 -1.570638 -0.343 -0.472 0.180 -0.25
C -2.475519 -0.500939 -1.212349 0.383 -0.442 -0.559 0.16
C -2.944956 -1.558201 -1.994461 0.347 0.324 0.044 -0.60
C -2.229128 -1.989519 -3.115664 0.126 0.048 -0.156 -1.00
C -3.188108 -0.066228 0.042221 -0.531 -1.023 0.645 0.37
C -2.559738 1.111772 0.733211 0.310 0.254 0.561 0.12
C -1.352252 1.646294 0.226417 0.134 -0.404 0.253 -0.33
C -0.630667 2.624175 0.979268 -0.167 -0.702 -0.508 0.74
C -1.186774 3.136511 2.138384 -0.022 -0.107 0.294 -0.71
C -2.395694 2.620802 2.630683 0.156 0.388 0.185 -0.99
C -3.042909 1.585488 1.956509 0.142 0.116 -0.416 -0.31
H -0.384492 -1.803596 -4.257674 -0.200 -0.082 0.148 0.38
H -3.872163 -2.048007 -1.694770 0.156 0.041 -0.226 0.49
H -2.638604 -2.774993 -3.750557 0.151 0.202 0.182 0.38
H -4.256866 0.104097 -0.171066 0.294 0.004 0.141 0.58
H -0.642043 3.920288 2.672298 -0.288 -0.239 0.022 0.39
H -2.817643 3.028782 3.551160 0.146 -0.170 -0.293 0.39
H -3.942860 1.128494 2.378333 0.172 0.296 -0.098 0.58
N -0.746682 1.163532 -0.888458 2.098 0.367 0.245 -0.24
Tl -2.862987 -1.743228 2.740568 0.160 -0.660 0.558 0.72
C 0.982877 0.063016 -2.710405 -0.490 0.715 -0.173 -1.19
H 1.012738 1.140994 -2.929424 0.019 -0.177 -0.066 0.42
H 1.545913 -0.477828 -3.481629 0.048 0.071 0.216 0.52
C 0.783257 2.930695 0.516744 -0.844 0.264 -0.603 -1.08
H 0.782516 3.280835 -0.524831 0.033 0.072 0.158 0.39
H 1.254825 3.685270 1.161418 0.067 -0.246 -0.129 0.58
P 1.912577 -0.139693 -1.129927 -0.990 -0.498 0.547 1.12
P 1.873586 1.453777 0.534282 -0.857 -0.772 0.326 1.14
C 1.392579 0.522281 2.020158 0.054 -0.380 -0.083 -0.95
H 2.035225 -0.362175 2.154722 -0.391 0.584 -0.063 0.15
H 1.501407 1.190164 2.887208 -0.040 -0.064 -0.284 0.52
H 0.341743 0.204989 1.949262 0.261 0.215 -0.095 0.09
C 3.559130 2.049736 0.803335 0.269 0.023 -0.221 -1.19
H 3.512014 2.902436 1.497108 0.033 -0.273 -0.211 0.47
H 4.192583 1.264797 1.236396 -0.162 0.179 -0.163 0.33
H 3.992293 2.385207 -0.150415 -0.055 -0.008 0.344 0.40
C 1.304626 -1.674028 -0.368833 -0.040 0.129 0.475 -0.97
H 1.347402 -2.472098 -1.124820 0.032 0.317 0.053 0.52
H 1.930409 -1.954350 0.493230 -0.363 0.145 -0.568 0.24
H 0.259461 -1.593480 -0.039456 0.165 0.018 -0.184 0.02
C 3.649334 -0.449163 -1.529335 0.247 0.307 -0.070 -1.15
H 4.187198 -0.868150 -0.668700 -0.187 0.166 -0.248 0.29
H 3.681384 -1.166254 -2.361724 -0.002 0.180 0.225 0.47
H 4.131515 0.486342 -1.842900 -0.012 -0.300 -0.012 0.41
C 3.725212 -1.734684 1.806039 2.414 -1.589 1.356 0.20
O 4.538355 -2.354537 2.312562 -1.786 1.312 -1.089 -0.21
H -3.201534 -0.971539 0.804298 -0.133 1.442 -1.879 -0.68
O -3.485129 -3.745602 1.384506 1.370 0.252 -0.477 -0.72
C -2.346161 -3.803101 0.817412 -0.396 0.558 0.490 0.17
O -1.422033 -2.933002 0.950759 -0.770 -0.526 0.140 -0.60
H -2.144296 -4.674219 0.167296 -0.032 0.150 0.069 0.45
```
Forces are in eV/Å.

The spin multiplicity is 1. Its total charge is +1. The calculation puts the total energy at -1950.661008 hartree. As for the HOMO-LUMO gap: 5.8 eV. Its LUMO energy is -3.28 eV.

No. 2
A molecular structure, C21H26BF3MnN7, computed with ωB97M-V with the def2-TZVPD basis set.

```
59
Properties=species:S:1:pos:R:3:forces:R:3:mulliken_charge:R:1
Mn 0.483911 -0.033379 0.485447 0.078 0.014 0.244 -0.18
C -0.735117 3.310450 1.341209 0.035 0.070 0.104 -1.39
C -0.840910 2.729258 -0.022252 -0.060 -0.004 -0.140 0.88
C -1.438568 3.261116 -1.150987 0.083 -0.129 -0.044 -1.38
C -1.256549 2.328317 -2.172923 0.012 -0.059 0.198 0.87
C -1.699749 2.391560 -3.587303 -0.047 0.034 -0.095 -1.31
N -0.587145 1.281763 -1.668282 0.021 0.052 0.152 0.75
N -0.328728 1.522960 -0.336060 -0.122 0.263 -0.138 -0.10
B -0.034483 -0.003409 -2.348781 0.233 0.034 -0.067 -0.45
N 1.499175 -0.014270 -2.080349 -0.024 -0.031 0.026 0.49
N 1.903616 -0.062510 -0.778395 -0.022 0.056 -0.414 0.26
C 3.249030 -0.095267 -0.748365 0.068 0.003 -0.024 0.58
C 3.993791 -0.137873 0.538421 0.035 -0.055 0.054 -1.33
C 3.709637 -0.065577 -2.055119 -0.041 -0.005 0.139 -1.42
C 2.582427 -0.015453 -2.872110 -0.133 -0.003 0.223 0.88
C 2.489298 0.026554 -4.350784 0.005 -0.002 -0.126 -1.29
N -0.610275 -1.283192 -1.675624 -0.026 -0.086 0.117 0.77
N -0.353792 -1.559032 -0.350186 -0.119 -0.315 -0.126 -0.16
C -0.876290 -2.764909 -0.060195 -0.103 0.044 -0.118 0.74
C -0.739827 -3.393135 1.279668 0.043 -0.023 0.104 -1.37
C -1.504067 -3.254434 -1.193811 0.135 0.069 -0.053 -1.35
C -1.304928 -2.308011 -2.196689 -0.015 0.071 0.206 0.93
C -1.756006 -2.336283 -3.609359 -0.057 -0.031 -0.097 -1.35
H -0.949679 4.375653 1.301418 0.000 0.003 0.027 0.42
H 0.267909 3.190647 1.753771 0.000 -0.016 -0.006 0.30
H -1.453385 2.857451 2.027505 -0.004 -0.020 -0.015 0.20
H -1.935625 4.211019 -1.230876 -0.020 0.052 -0.015 0.53
H -2.198718 3.338793 -3.773964 -0.002 -0.003 -0.007 0.37
H -2.398596 1.585347 -3.810360 0.003 0.000 -0.031 0.27
H -0.852679 2.307111 -4.267282 -0.013 -0.005 -0.018 0.30
H -0.262127 -0.001254 -3.506897 -0.067 0.009 -0.118 -0.01
H 3.380371 -0.570565 1.334248 0.020 0.005 0.021 0.25
H 4.317627 0.857963 0.841891 -0.007 0.021 0.000 0.27
H 4.880914 -0.761420 0.447435 0.006 0.012 -0.003 0.41
H 4.735680 -0.083458 -2.376660 0.042 -0.002 -0.014 0.53
H 3.484280 0.028704 -4.788196 -0.004 0.000 0.014 0.39
H 1.967200 0.924866 -4.679069 -0.012 -0.004 -0.033 0.29
H 1.949669 -0.841740 -4.728375 -0.012 0.009 -0.031 0.29
H -0.067469 -2.830949 1.929295 -0.013 0.004 -0.023 0.22
H -0.335841 -4.399367 1.176280 -0.008 -0.008 0.019 0.42
H -1.709396 -3.480574 1.770258 -0.012 -0.003 0.008 0.31
H -2.020660 -4.192403 -1.290328 -0.017 -0.053 -0.025 0.54
H -2.288160 -3.263216 -3.806207 -0.001 0.003 -0.006 0.37
H -0.909367 -2.272319 -4.291930 -0.009 0.006 -0.020 0.30
H -2.427276 -1.503409 -3.818108 0.003 0.002 -0.035 0.27
F -2.423878 -0.026783 6.768735 -0.068 -0.014 -0.042 -0.25
C -1.135871 0.110625 6.480787 0.070 0.004 0.122 0.68
F -0.701372 1.265818 6.985895 0.004 0.045 -0.023 -0.23
F -0.455268 -0.881289 7.059016 -0.002 -0.031 -0.020 -0.22
C -0.889747 0.082185 4.981493 -0.079 -0.012 -0.106 0.39
C 0.404680 0.283357 4.518119 0.048 0.023 -0.108 -0.98
C 0.611755 0.244964 3.155863 -0.006 0.025 0.436 -0.15
N -0.383736 0.011248 2.288724 0.167 -0.005 -0.094 0.50
C -1.631291 -0.178213 2.731279 -0.043 0.001 0.014 -0.41
C -1.923563 -0.144894 4.084030 0.100 0.009 -0.067 -0.80
H 1.226082 0.470518 5.195754 0.000 -0.002 0.016 0.51
H 1.608360 0.410763 2.741879 -0.015 0.000 0.056 0.47
H -2.388567 -0.354267 1.979086 -0.025 -0.017 0.014 0.63
H -2.936680 -0.296180 4.428322 -0.006 -0.002 -0.009 0.58
```
Forces are in eV/Å.

The spin multiplicity is 5. Its total charge is +2. The calculation puts the total energy at -2674.177128 hartree. As for the HOMO-LUMO gap (spin up / spin down): 6.6 / 7.6 eV. Its LUMO energy (spin up / spin down) is -8.54 / -7.51 eV.

No. 3
A molecular structure, C21H26BrN5O5S2Ti in a non-equilibrium geometry, computed with ωB97M-V with the def2-TZVPD basis set.

```
61
Properties=species:S:1:pos:R:3:forces:R:3:mulliken_charge:R:1
Ti -0.754887 0.438868 0.567887 -0.205 -1.172 0.000 0.41
O 3.349093 1.606902 0.961251 -0.443 0.306 0.044 -0.55
C 2.036725 1.841346 0.950700 -0.050 -0.542 -0.176 0.66
O 1.238460 1.023599 0.512434 0.953 0.715 0.153 -0.07
C 1.638201 3.218288 1.435521 0.120 0.124 -0.210 -0.80
O 0.280397 3.307109 1.743320 0.125 -0.111 -0.026 -0.36
C -0.010265 2.902861 3.087491 -0.053 -0.093 0.221 -0.47
C 0.209748 1.383106 3.308395 0.315 0.308 0.127 0.53
O 1.110426 1.032701 4.063582 -0.031 0.083 -0.073 -0.71
O -0.555327 0.616344 2.638161 -0.339 -0.167 0.025 -0.49
H 3.515980 0.718501 0.611579 -0.077 -0.057 -0.021 0.41
H 1.821737 3.890695 0.585937 0.061 -0.052 0.126 0.36
H 2.294442 3.522185 2.258862 -0.075 -0.075 -0.010 0.40
H 0.620996 3.464913 3.784572 -0.066 -0.059 -0.071 0.42
H -1.058847 3.159397 3.246106 0.047 -0.029 -0.002 0.25
Br -5.424874 2.490085 3.298694 0.079 0.024 -0.101 -0.17
C -4.191312 2.745850 1.891469 -0.060 0.143 -0.082 -0.48
C -4.251823 3.879895 1.090235 0.106 -0.229 0.063 -0.13
C -3.306428 4.008953 0.082273 -0.005 -0.106 0.074 -1.01
C -2.358663 3.014501 -0.078578 -0.006 0.186 -0.139 -0.22
N -2.312731 1.927241 0.695950 -0.013 0.385 -0.120 0.49
C -3.214374 1.791803 1.668369 -0.243 0.018 0.330 -0.31
H -5.010144 4.630670 1.254456 -0.029 0.031 0.009 0.46
H -3.298188 4.869431 -0.570119 -0.016 0.032 -0.007 0.42
H -1.598000 3.085883 -0.850581 -0.079 0.016 0.071 0.48
H -3.132752 0.913686 2.300255 -0.009 0.077 -0.065 0.51
S -2.048680 0.750146 -3.960281 0.228 -0.049 0.260 -0.31
C -2.021156 0.569433 -2.251123 0.472 -0.048 0.186 -0.63
N -0.855979 0.354088 -1.695802 -0.729 0.316 -0.206 1.35
C 0.130072 0.283837 -2.667867 0.151 -0.111 -0.431 -0.77
C 1.469917 -0.052853 -2.452595 -0.064 0.054 -0.102 -0.27
C 2.318761 -0.103710 -3.538214 -0.010 -0.005 0.114 -1.09
C 1.859633 0.163278 -4.831135 0.007 0.008 -0.079 -0.51
C 0.533922 0.455519 -5.066381 -0.025 0.012 -0.037 -0.56
C -0.329997 0.503431 -3.977072 0.002 -0.048 0.209 1.06
H -2.923847 0.611420 -1.658649 -0.066 -0.011 -0.048 0.42
H 1.799126 -0.323476 -1.461542 0.023 0.012 0.075 0.24
H 3.355771 -0.375764 -3.393626 0.014 -0.005 0.019 0.41
H 2.550126 0.114352 -5.661393 0.011 0.001 -0.035 0.40
H 0.170986 0.626426 -6.069279 -0.011 0.008 -0.055 0.41
C 1.966679 -4.146854 -0.921090 -0.028 0.025 0.114 -1.77
C 1.425127 -3.597191 0.397164 0.128 -0.039 0.035 1.58
C 2.536638 -3.530143 1.442713 -0.069 -0.043 -0.071 -1.85
C 0.282130 -4.488354 0.891703 0.032 0.041 0.006 -1.70
N 0.988299 -2.221083 0.080689 0.012 -0.077 -0.097 0.02
N 0.294011 -1.543786 1.124118 -0.034 0.153 0.151 -0.08
H 2.349871 -5.157162 -0.784859 0.014 -0.047 0.014 0.45
H 2.772766 -3.515612 -1.293884 0.044 0.042 -0.021 0.35
H 1.175761 -4.180600 -1.670492 -0.056 0.004 -0.059 0.41
H 2.949011 -4.523669 1.618636 0.006 -0.031 0.013 0.47
H 2.168788 -3.157058 2.399502 -0.016 0.023 0.031 0.37
H 3.341042 -2.878978 1.100347 0.045 0.031 -0.026 0.34
H 0.630862 -5.515836 0.988754 0.021 -0.060 0.008 0.48
H -0.548817 -4.472579 0.187495 -0.058 0.005 -0.048 0.36
H -0.082395 -4.186149 1.875124 -0.013 0.030 0.018 0.40
H 0.326339 -2.282942 -0.691083 0.014 0.004 0.012 -0.03
H 0.953604 -1.276111 1.850306 -0.058 0.011 -0.036 0.23
H -0.423348 -2.121202 1.569007 0.071 0.034 -0.093 0.27
S -2.838593 -1.280066 0.438420 -0.150 0.230 0.285 -0.44
C -2.185958 -2.183281 -0.793458 -0.060 -0.179 -0.184 0.62
N -1.728084 -2.802273 -1.662402 0.143 -0.045 -0.061 -0.64
```
Forces are in eV/Å.

The spin multiplicity is 3. Its total charge is 0. The calculation puts the total energy at -5685.785795 hartree. As for the HOMO-LUMO gap (spin up / spin down): 6.2 / 8.1 eV. Its LUMO energy (spin up / spin down) is -0.02 / -0.08 eV.